No. 1
Here is a molecular structure, C19H31ClHfI2P3 from OMol25. Energies are from ωB97M-V/def2-TZVPD.

Charge: +3
HOMO-LUMO gap (alpha / beta) in eV: 5.29 / 5.29
HOMO (alpha / beta) in Ha: -0.647 / -0.647
Spin multiplicity: 1
Calculated total energy in hartree: -2869.3355

Last column: Löwdin charge in e.
Atoms and positions in Å:
I1 -2.644105 -1.946860 -4.366850  0.476
I2 0.190051 -1.963718 -3.493393  0.483
Hf1 -0.807298 -0.664121 -1.058662  0.698
P1 0.091132 1.670334 -2.177210  0.684
C1 1.946821 1.917941 -2.266778  -0.218
C2 -0.510436 1.607930 -3.895159  -0.289
H1 -0.221761 2.476991 -4.475560  0.072
H2 -0.247608 4.071060 -1.971533  0.075
H3 -1.604177 1.538918 -3.898608  0.043
H4 -1.640848 3.142179 -1.423508  0.052
H5 2.422869 1.070925 -2.807295  0.054
H6 -0.123059 0.726093 -4.420687  -0.027
C3 -0.548930 3.177467 -1.432115  -0.244
H7 2.250117 2.837244 -2.797659  0.075
H8 -0.180771 3.289771 -0.408717  0.043
H9 2.372412 1.999273 -1.243682  0.038
P2 -2.063844 -2.714674 0.250208  0.690
C4 -0.979955 -4.024270 1.069101  -0.223
C5 -3.249343 -2.238051 1.543515  -0.249
H10 -3.756242 -2.811597 -1.498498  0.009
H11 -3.670746 -4.398085 -0.744254  0.072
H12 -2.452974 -3.907390 -1.897671  0.007
C6 -3.065119 -3.548310 -1.056189  -0.301
H13 -3.967285 -1.529347 1.119274  0.042
H14 -3.821305 -3.051826 1.994469  0.079
H15 -1.487087 -4.870191 1.562950  0.074
H16 -0.342034 -3.568055 1.852894  0.027
H17 -2.735388 -1.728984 2.363613  0.048
H18 -0.294058 -4.477024 0.325400  0.053
Cl1 -2.963733 0.244304 -1.188215  0.129
C7 0.837051 -1.060698 2.778469  -0.165
P3 0.444644 -0.215940 1.191406  0.872
C8 -0.149069 1.425422 1.715254  -0.403
C9 0.592733 2.331476 2.507175  -0.066
C10 -0.034618 3.486763 3.032260  -0.028
C11 -1.412061 3.722379 2.858064  -0.019
C12 -2.140387 2.770667 2.148497  -0.054
C13 -1.531635 1.643859 1.611834  -0.167
C14 2.098819 -0.379619 0.312046  -0.401
C15 2.315860 -1.487998 -0.537467  -0.191
C16 3.554175 -1.677109 -1.165657  -0.063
C17 4.648690 -0.850030 -0.882861  -0.018
C18 4.466317 0.181860 0.055436  -0.022
C19 3.215744 0.397390 0.671985  -0.081
H19 0.017864 -1.096249 3.508713  0.079
H20 1.610269 -0.315495 3.000117  0.052
H21 1.254357 -2.063879 2.651014  0.061
H22 1.623756 2.072841 2.785276  0.103
H23 0.568302 4.218427 3.645324  0.145
H24 -1.872801 4.637112 3.309701  0.148
H25 -3.218013 2.911471 2.092604  0.127
H26 -2.199637 0.892422 1.181822  0.025
H27 1.570572 -2.290959 -0.663501  0.061
H28 3.717654 -2.511300 -1.857214  0.126
H29 5.658538 -1.003663 -1.345448  0.150
H30 5.352760 0.815083 0.340483  0.149
H31 3.114818 1.117841 1.495490  0.109

Forces on atoms 1 to 6 (eV/Å):
1.810 0.021 0.220
-1.811 -0.273 -0.296
-0.891 0.184 -0.520
1.617 0.539 -0.196
-0.014 -0.236 0.039
-0.271 -0.382 -0.169

No. 2
Here is 2 unconnected molecules or ions with the total composition C19H31ClN3O3S3 from OMol25. Energies are from ωB97M-V/def2-TZVPD.

Charge: +1
HOMO-LUMO gap in eV: 5.84
HOMO in Ha: -0.389
Spin multiplicity: 1
Calculated total energy in hartree: -2786.8276

Last column: Löwdin charge in e.
Atoms and positions in Å:
S1 1.935235 -2.155178 2.758570  0.671
C1 1.919976 -0.555987 2.239007  -0.989
S2 0.312341 0.148967 1.599980  0.769
C2 0.229495 -0.528530 -0.138940  -0.465
C3 -1.269667 -0.617857 -0.719466  -0.216
C4 -2.168970 -1.633867 0.162877  -0.124
C5 -3.437854 -0.946038 0.839841  -0.051
C6 -3.370840 0.546677 1.330935  0.106
C7 -4.698919 1.130931 1.941435  -0.053
C8 -4.809601 2.637551 2.436525  -0.140
C9 -4.319687 3.565521 1.177241  -0.252
C10 -2.778223 3.997584 1.315489  -0.571
Cl1 -2.724195 5.612529 2.200052  0.509
C11 -5.899450 0.094497 1.971628  0.020
N1 -5.837620 -1.229427 1.512514  0.071
N2 -4.685803 -1.630987 0.991185  0.022
N3 3.194945 0.176320 2.293119  -0.222
C12 3.059573 1.542468 2.884693  -0.148
C13 2.817507 2.711532 1.814436  -0.195
O1 3.824634 2.698410 0.776454  -0.164
C14 3.646320 1.453786 0.057933  -0.177
C15 3.921601 0.177526 0.988569  -0.138
H1 0.824680 0.181871 -0.805536  0.070
H2 0.666531 -1.596700 -0.133656  0.074
H3 -1.694836 0.439131 -0.782639  0.109
H4 -1.164859 -0.980591 -1.811837  0.112
H5 -1.528856 -2.228403 0.901667  0.132
H6 -2.592065 -2.401487 -0.594700  0.130
H7 -2.419202 1.172852 1.233574  0.080
H8 -4.120813 2.873932 3.323450  0.135
H9 -5.885972 2.975156 2.665642  0.129
H10 -4.375031 2.886513 0.240436  0.111
H11 -5.036898 4.427020 0.974515  0.115
H12 -2.158549 3.220215 1.899105  0.070
H13 -2.283412 4.057108 0.272988  0.097
H14 -6.885855 0.487911 2.396583  0.135
H15 -4.677920 -2.607912 0.629115  0.184
H16 3.993307 1.729162 3.537692  0.145
H17 2.130849 1.519455 3.569553  0.126
H18 2.885653 3.737806 2.331348  0.141
H19 1.763232 2.614002 1.365453  0.094
H20 2.560244 1.446081 -0.346489  0.111
H21 4.383711 1.388152 -0.828526  0.144
H22 5.062249 0.037726 1.106204  0.143
H23 3.566897 -0.746243 0.398808  0.115
C16 3.463162 -3.390845 -4.150284  -0.215
C17 2.574984 -4.029130 -3.080186  -0.209
C18 2.038568 -2.900997 -2.196684  -0.236
S3 1.982139 -1.440543 -3.230600  0.663
O2 2.931404 -0.478108 -2.719493  -0.319
O3 0.600958 -1.096095 -3.495211  -0.334
C19 2.675853 -2.202058 -4.686354  -0.225
H24 3.712294 -4.097254 -4.944274  0.122
H25 4.398543 -3.047198 -3.697001  0.124
H26 1.740259 -4.548414 -3.561997  0.121
H27 3.121510 -4.766663 -2.488574  0.121
H28 1.036530 -3.121358 -1.826681  0.094
H29 2.707857 -2.696203 -1.358751  0.101
H30 3.294616 -1.483334 -5.223025  0.115
H31 1.847440 -2.530984 -5.317714  0.113

Forces on atoms 1 to 6 (eV/Å):
-0.286 2.399 -0.993
1.586 -1.992 0.415
0.335 -0.226 -0.257
0.024 -0.470 -0.890
0.796 0.197 0.363
-1.173 -0.318 -1.189

No. 3
Here is 2 unconnected molecules or ions with the total composition C19H31F6O6S from OMol25. Energies are from ωB97M-V/def2-TZVPD.

Charge: -1
HOMO-LUMO gap in eV: 8.29
Relative energy (zero: lowest compared OMol25 entry of this formula, charge and spin) in kJ/mol: 0.0
HOMO in Ha: -0.229
Spin multiplicity: 1
Calculated total energy in hartree: -2191.3879

Last column: Löwdin charge in e.
Atoms and positions in Å:
C1 2.336623 -1.433163 2.780262  -0.096
O1 2.697828 -2.456616 1.866436  -0.175
C2 1.915517 -2.518190 0.690445  -0.242
C3 2.649108 -1.944364 -0.518600  -0.168
C4 2.910578 -0.446094 -0.345274  -0.196
C5 3.385748 0.289201 -1.605971  -0.189
C6 2.449382 0.214774 -2.823311  -0.217
C7 1.345117 1.282821 -2.812400  -0.192
C8 0.224007 0.904397 -1.811655  -0.197
C9 0.114174 1.868923 -0.608048  -0.193
C10 -0.498816 1.176076 0.618153  -0.202
C11 -2.015864 1.203517 0.587614  -0.188
C12 -2.633756 0.397606 1.736521  -0.083
C13 -2.465088 -1.097611 1.654268  -0.472
O2 -1.602115 -1.664124 2.273464  0.113
O3 -3.326014 -1.869453 0.925814  -0.010
C14 -3.683305 -1.421811 -0.378624  -0.164
C15 -2.577453 -1.621902 -1.434087  -0.126
C16 -1.468363 -2.599113 -1.041867  -0.104
C17 -1.701937 -4.017645 -1.465483  -0.183
F1 -2.750455 -4.309677 -2.278523  0.057
C18 -0.865604 -5.017127 -1.097327  -0.300
F2 -0.632056 -5.363935 0.154976  0.143
F3 -0.144215 -5.766489 -1.923028  0.128
H1 1.347770 -1.017133 2.580766  0.079
H2 2.338886 -1.859098 3.784442  0.083
H3 3.059516 -0.612729 2.764429  0.082
H4 1.747475 -3.584043 0.490875  0.115
H5 0.926323 -2.069331 0.819583  0.095
H6 2.048341 -2.160068 -1.405810  0.092
H7 3.605791 -2.463779 -0.605829  0.119
H8 2.056356 0.055796 0.109499  0.092
H9 3.722816 -0.367731 0.382739  0.112
H10 3.486831 1.345207 -1.343184  0.109
H11 4.373848 -0.079634 -1.891228  0.104
H12 3.050482 0.342150 -3.728555  0.100
H13 1.964550 -0.759068 -2.915078  0.091
H14 0.909997 1.309749 -3.813207  0.098
H15 1.760832 2.258289 -2.558509  0.109
H16 0.403273 -0.100878 -1.425984  0.079
H17 -0.725917 0.938141 -2.350444  0.097
H18 -0.505092 2.721376 -0.881832  0.111
H19 1.116553 2.218193 -0.361218  0.105
H20 -0.127317 1.711853 1.491869  0.102
H21 -0.108926 0.153402 0.687697  0.088
H22 -2.360988 0.916288 -0.407707  0.089
H23 -2.322963 2.240585 0.724463  0.106
H24 -3.677195 0.684072 1.886227  0.127
H25 -2.104569 0.693180 2.640836  0.131
H26 -4.548047 -2.021740 -0.660267  0.123
H27 -4.039065 -0.391002 -0.364504  0.114
H28 -3.066475 -2.026844 -2.320821  0.109
H29 -2.173711 -0.659957 -1.740835  0.081
H30 -0.545323 -2.277643 -1.531955  0.109
H31 -1.254717 -2.605839 0.030993  0.107
C19 -0.785815 6.232238 2.583368  -0.671
F4 0.161607 7.173722 2.445385  0.104
F5 -1.173479 6.244070 3.869066  0.104
F6 -1.842038 6.621685 1.847621  0.101
S1 -0.173976 4.570895 2.070866  0.439
O4 0.937515 4.341459 2.965826  -0.325
O5 0.185370 4.766591 0.683150  -0.324
O6 -1.331564 3.727577 2.303506  -0.330

Forces on atoms 1 to 6 (eV/Å):
0.195 0.069 0.200
-0.354 0.257 0.087
0.341 -0.775 -0.530
-0.290 0.462 0.500
0.588 -0.158 -0.101
-0.497 -0.140 -0.014

No. 4
Here is a molecular structure, C19H31FeNO5S4SbSi3 from OMol25. Energies are from ωB97M-V/def2-TZVPD.

HOMO-LUMO gap (alpha / beta) in eV: 6.08 / 5.71
⟨S²⟩: 8.777
Relative energy (zero: lowest compared OMol25 entry of this formula, charge and spin) in kJ/mol: 0.0
HOMO (alpha / beta) in Ha: -0.263 / -0.280
Spin multiplicity: 6
Calculated total energy in hartree: -5138.9431

Last column: Löwdin charge in e.
Atoms and positions in Å:
Fe1 -0.068019 -0.449027 0.353721  0.475
O1 -0.008741 2.895894 3.157072  0.153
C1 -0.195439 1.833867 2.395827  -0.452
O2 0.581672 1.481017 1.537233  0.011
C2 -1.431519 1.051172 2.680124  -0.165
C3 -2.408387 1.327461 3.616483  0.031
C4 -3.430121 0.382359 3.750253  -0.016
C5 -3.406520 -0.782681 3.002881  0.043
C6 -2.369819 -0.979264 2.092538  -0.137
N1 -1.448002 -0.048079 1.925883  0.087
C7 -2.126648 -2.264295 1.290558  -0.603
O3 -2.958923 -3.145901 1.387586  0.074
O4 -1.022338 -2.253433 0.644086  -0.132
H1 0.812941 3.335802 2.883865  0.133
H2 -2.374793 2.219406 4.222331  0.123
H3 -4.226379 0.556843 4.460985  0.116
H4 -4.152416 -1.558109 3.103575  0.128
O5 0.637495 -2.856117 -5.896108  -0.034
C8 0.534345 -2.307827 -4.838057  -1.006
S1 1.790143 -2.354797 -3.583457  0.973
C9 0.915974 -1.483353 -2.347655  -1.136
C10 -0.395662 -1.125641 -2.655086  -1.126
S2 -1.437370 -0.217989 -1.687196  0.624
S3 -0.965396 -1.571632 -4.250670  0.978
S4 1.801933 -1.079590 -0.951145  0.609
C11 1.802877 1.236832 -4.898524  -0.214
Si1 0.618694 2.571854 -4.308672  0.297
C12 -1.146244 2.171430 -4.807561  -0.223
C13 1.105623 4.203119 -5.104095  -0.211
Sb1 0.719510 2.504470 -1.762465  0.884
Si2 2.950419 3.566099 -1.147991  0.283
C14 3.336232 5.194680 -2.006824  -0.221
C15 4.254537 2.291994 -1.590180  -0.228
C16 2.953358 3.831162 0.718096  -0.229
Si3 -1.057450 4.244484 -1.206490  0.284
C17 -2.660361 3.271953 -1.078707  -0.237
C18 -0.727332 5.092642 0.443589  -0.215
C19 -1.235883 5.600664 -2.498572  -0.225
H5 1.551807 0.920900 -5.913829  0.041
H6 1.780262 0.354924 -4.258648  -0.017
H7 2.829135 1.609169 -4.911617  0.029
H8 -1.179065 1.947900 -5.876677  0.038
H9 -1.807028 3.021108 -4.625376  0.019
H10 -1.546245 1.311216 -4.270346  -0.023
H11 1.093853 4.065595 -6.189414  0.036
H12 2.107656 4.523355 -4.823994  0.010
H13 0.410516 5.005986 -4.863793  0.011
H14 3.516243 5.040234 -3.070550  0.012
H15 4.236487 5.645665 -1.582307  0.030
H16 2.520027 5.911398 -1.905467  0.021
H17 4.262908 2.102098 -2.665670  0.021
H18 4.064179 1.338437 -1.095242  0.013
H19 5.249568 2.639957 -1.302558  0.033
H20 2.134074 4.479335 1.028866  -0.002
H21 3.889969 4.297466 1.032792  0.035
H22 2.855349 2.874282 1.232363  0.016
H23 -2.600452 2.512579 -0.295688  0.009
H24 -2.878185 2.752018 -2.013523  0.017
H25 -3.501821 3.930386 -0.848972  0.034
H26 -0.826411 4.426108 1.301144  0.006
H27 -1.457020 5.897102 0.570018  0.035
H28 0.263002 5.546361 0.472426  0.014
H29 -1.667241 5.224121 -3.426502  0.018
H30 -0.267688 6.043929 -2.734885  0.018
H31 -1.886961 6.395598 -2.127688  0.031

Forces on atoms 1 to 6 (eV/Å):
-0.344 -0.394 -0.086
-0.046 0.162 0.133
-0.372 0.025 0.222
0.378 -0.136 -0.316
0.043 -0.017 -0.092
0.019 -0.278 -0.160

Q: Which of these has the highest spin multiplicity?
A: C19H31FeNO5S4SbSi3